Entry 1:
# C32H61ClN4O3

4 unconnected molecules or ions with the total composition C32H61ClN4O3 (ωB97M-V/def2-TZVPD, the Open Molecules 2025 dataset).

Last column: Mulliken charge in e.
Positions of all 101 atoms, in Å:
O 2.217 -6.925 -3.707  -0.585
C 1.593 -6.011 -3.129  0.282
C 0.020 -5.721 -3.080  0.045
C -1.127 -6.107 -4.032  -0.660
C -2.560 -5.606 -3.636  -0.487
C -2.783 -4.797 -2.310  0.599
C -4.249 -4.300 -1.925  -0.001
C -4.920 -3.317 -3.013  -0.532
C -5.516 -2.050 -2.184  -0.506
Cl -4.209 -0.792 -1.818  -0.179
C -1.598 -4.416 -1.348  -0.521
C -0.199 -4.883 -1.791  0.051
C 1.250 -4.687 -1.157  0.360
O 1.512 -4.391 0.028  -0.592
N 2.112 -4.903 -2.320  0.212
C 3.590 -4.793 -2.136  -0.592
C 4.176 -3.778 -3.234  -0.630
C 4.910 -2.483 -2.643  -0.366
O 5.520 -2.672 -1.344  -0.512
H -0.914 -6.697 -4.985  0.359
H -3.474 -5.824 -4.292  0.301
H -4.159 -3.803 -0.886  -0.187
H -4.915 -5.232 -1.865  0.353
H -4.169 -2.967 -3.804  0.361
H -5.764 -3.854 -3.578  0.300
H -6.451 -1.605 -2.657  0.376
H -5.821 -2.473 -1.154  0.220
H -1.733 -3.826 -0.385  0.289
H 4.086 -5.816 -2.340  0.316
H 3.804 -4.512 -1.053  0.442
H 4.805 -4.356 -4.007  0.330
H 3.265 -3.388 -3.832  0.261
H 5.775 -2.237 -3.375  0.270
H 4.197 -1.586 -2.710  0.315
H 5.770 -1.756 -1.060  0.286
C -4.268 0.846 5.307  -1.438
C -4.125 -0.434 4.491  -0.312
N -4.779 -0.371 3.188  0.152
C -4.899 -1.675 2.540  -0.856
C -3.610 -2.394 2.146  -0.599
C -4.368 0.725 2.314  -0.829
C -2.887 0.834 1.956  -0.519
H -5.317 1.134 5.411  0.332
H -3.861 0.693 6.311  0.436
H -3.720 1.679 4.858  0.286
H -4.587 -1.236 5.077  0.450
H -3.060 -0.684 4.404  0.267
H -5.535 -1.578 1.652  0.313
H -5.462 -2.333 3.213  0.395
H -3.144 -1.938 1.273  -0.026
H -3.836 -3.431 1.881  0.405
H -2.882 -2.419 2.961  0.344
H -4.673 1.667 2.783  0.371
H -4.953 0.688 1.388  0.309
H -2.234 0.711 2.823  0.268
H -2.684 1.826 1.538  0.080
H -2.600 0.106 1.197  0.182
C 5.829 3.269 0.294  -1.423
C 5.007 2.182 0.978  -0.332
N 5.805 1.047 1.432  0.214
C 4.997 -0.111 1.811  -0.647
C 4.058 0.037 3.006  -1.124
C 6.911 1.358 2.333  -0.711
C 6.588 2.089 3.635  -0.972
H 6.425 2.859 -0.526  0.335
H 5.163 4.029 -0.125  0.401
H 6.499 3.775 0.994  0.298
H 4.279 1.825 0.241  0.436
H 4.431 2.632 1.795  0.237
H 5.657 -0.969 1.986  0.384
H 4.394 -0.398 0.941  0.334
H 4.602 0.038 3.950  0.232
H 3.369 -0.811 3.037  0.419
H 3.452 0.945 2.948  0.280
H 7.641 1.960 1.780  0.388
H 7.453 0.436 2.572  0.359
H 5.907 2.930 3.487  0.244
H 7.509 2.492 4.067  0.382
H 6.157 1.419 4.379  0.266
C -2.354 7.266 -2.408  -1.426
C -1.135 6.434 -2.024  -0.316
N -1.199 5.896 -0.670  0.128
C 0.077 5.360 -0.200  -0.778
C 0.653 4.149 -0.931  -0.635
C -2.370 5.082 -0.356  -0.787
C -2.638 3.853 -1.223  -0.823
H -2.536 8.061 -1.680  0.330
H -2.192 7.734 -3.383  0.433
H -3.256 6.653 -2.488  0.288
H -0.265 7.097 -2.097  0.444
H -0.991 5.646 -2.773  0.264
H -0.003 5.124 0.867  0.330
H 0.818 6.168 -0.250  0.402
H 0.114 3.234 -0.684  0.169
H 1.692 3.997 -0.625  0.199
H 0.649 4.277 -2.016  0.260
H -3.254 5.726 -0.402  0.357
H -2.323 4.769 0.693  0.347
H -2.535 4.060 -2.291  0.340
H -3.663 3.506 -1.060  0.354
H -1.979 3.023 -0.965  0.128

Results
total energy = -2160.5952 hartree
highest occupied orbital energy = -8.139 eV
HOMO-LUMO gap = 7.550 eV
F_max = 4.510 eV Å⁻¹
SMILES = O=C1c2ccc(CCCCl)cc2C(=O)N1CCCO.CCN(CC)CC.CCN(CC)CC.CCN(CC)CC



Entry 2:
# C25H42Cl3GdN4O3Si

A molecular structure, C25H42Cl3GdN4O3Si (ωB97M-V/def2-TZVPD, the Open Molecules 2025 dataset).

Last column: Löwdin spin population.
Positions of all 79 atoms, in Å:
C -0.346 0.003 -4.497  0.000
C 1.083 -0.402 -4.279  0.000
H -0.406 1.083 -4.713  0.000
H -0.922 -0.231 -3.588  0.000
H -0.798 -0.550 -5.344  0.000
C 2.053 -0.110 -5.167  0.000
C 1.902 0.879 -6.266  0.000
H 3.009 -0.648 -5.163  0.000
H 1.421 1.809 -5.924  0.000
H 1.311 0.482 -7.103  0.000
H 2.891 1.144 -6.653  0.000
Gd -1.864 -0.614 0.169  7.181
Cl -4.324 -1.024 -0.172  -0.082
Cl -1.121 -2.689 -1.093  -0.089
C -0.770 -2.681 2.537  0.000
O -1.095 -1.516 2.142  -0.012
N 0.217 -2.922 3.392  0.000
C 0.962 -1.820 4.002  0.000
C 0.813 -4.259 3.472  0.000
H -1.286 -3.570 2.159  0.000
H 0.273 -1.089 4.435  0.000
H 1.608 -1.312 3.268  0.000
H 1.571 -2.273 4.787  0.000
H 0.029 -5.028 3.515  0.000
H 1.422 -4.299 4.384  0.000
H 1.451 -4.481 2.597  0.000
H -4.598 4.854 -0.090  0.000
H -1.336 3.514 -1.574  0.000
C -3.618 4.982 0.385  0.000
C -1.443 4.197 -0.718  0.000
N -2.700 3.895 -0.001  0.000
H -3.774 5.002 1.475  0.000
C -2.980 2.626 0.280  0.000
O -2.215 1.665 -0.067  -0.004
H -0.590 4.044 -0.038  0.000
H -3.915 2.410 0.830  0.000
H -3.226 5.952 0.067  0.000
H -1.458 5.234 -1.053  0.000
O 0.847 -0.473 -1.869  0.002
C 1.325 -1.216 -2.996  0.000
C 3.855 -0.885 -2.918  0.000
C 2.766 -1.755 -2.849  0.000
H 3.674 0.163 -3.155  0.000
C 5.166 -1.361 -2.762  0.000
H 0.637 -2.067 -3.039  0.000
C 3.005 -3.129 -2.670  0.000
H 5.997 -0.655 -2.807  0.000
C 5.404 -2.723 -2.593  0.000
C 4.319 -3.611 -2.562  0.000
H 2.148 -3.807 -2.662  0.000
H 6.435 -3.092 -2.493  0.000
H 4.501 -4.684 -2.451  0.000
Si 1.814 0.557 -0.779  0.001
Cl 1.666 2.235 -2.001  0.000
C 3.726 1.015 -0.567  0.000
C 2.448 -1.018 0.216  0.000
C 0.656 1.025 0.669  0.001
H 4.366 0.147 -0.347  0.000
H 3.781 1.741 0.267  0.000
H 4.155 1.505 -1.459  0.000
H -0.178 1.669 0.330  0.000
H 1.219 1.621 1.406  0.000
H 0.261 0.152 1.242  0.001
H 3.201 -1.550 -0.368  0.000
H 1.627 -1.715 0.420  0.000
H 2.916 -0.702 1.160  0.000
N -5.510 1.361 6.136  0.000
C -4.866 0.976 5.007  0.000
C -5.572 0.361 3.947  0.000
C -4.864 0.028 2.800  0.000
N -3.555 0.271 2.613  0.001
C -2.875 0.815 3.638  0.000
C -3.480 1.186 4.840  0.000
H -6.503 1.225 6.254  0.000
H -5.025 1.810 6.898  0.000
H -6.640 0.164 4.009  0.000
H -5.388 -0.462 1.985  0.000
H -1.806 0.970 3.489  0.000
H -2.885 1.645 5.629  0.000

Results
total energy = -3858.4336 hartree
highest occupied orbital energy (alpha / beta) = -6.380 / -6.380 eV
HOMO-LUMO gap (alpha / beta) = 4.627 / 6.417 eV
ΔE to the lowest compared entry with this formula, charge and spin = 158.5 kJ/mol
F_max = 4.159 eV Å⁻¹
spin multiplicity = 8
<S²> = 15.903



Entry 3:
# C22H26ClN3O4S

A single C22H26ClN3O4S molecule (ωB97M-V/def2-TZVPD, the Open Molecules 2025 dataset).

Last column: natural (NBO) charge in e.
Positions of all 57 atoms, in Å:
O 1.544 0.105 1.570  -0.648
C 1.153 1.256 1.544  0.692
C 0.599 1.969 2.770  -0.506
C -0.880 2.347 2.593  -0.213
N -1.653 1.213 2.154  -0.661
C -2.426 0.488 2.992  0.704
O -2.723 0.845 4.112  -0.627
C -2.884 -0.840 2.382  -0.318
C -3.672 -0.590 1.084  -0.422
C -3.751 -1.835 0.200  -0.234
N -2.440 -2.419 -0.015  -0.659
S -1.457 -1.467 -0.992  2.315
O -1.008 -0.246 -0.354  -0.990
O -2.167 -1.288 -2.224  -0.939
C -0.054 -2.540 -1.254  -0.364
C 1.128 -2.335 -0.566  -0.149
C 2.188 -3.200 -0.790  -0.216
C 2.053 -4.247 -1.687  -0.184
C 0.861 -4.440 -2.369  -0.215
C -0.202 -3.580 -2.152  -0.167
C -1.849 -2.863 1.230  -0.234
C -1.625 -1.712 2.206  -0.425
N 1.199 2.017 0.433  -0.616
C 1.583 1.484 -0.858  -0.246
C 2.252 2.528 -1.705  -0.042
C 1.945 2.654 -3.053  -0.206
C 2.570 3.616 -3.827  -0.188
C 3.502 4.472 -3.267  -0.237
C 3.805 4.345 -1.921  -0.049
Cl 4.970 5.404 -1.203  0.005
C 3.192 3.381 -1.139  -0.188
H 0.697 1.288 3.617  0.239
H 1.187 2.866 2.970  0.225
H -0.989 3.158 1.864  0.182
H -1.297 2.672 3.549  0.245
H -1.384 0.806 1.264  0.430
H -3.547 -1.327 3.104  0.227
H -4.681 -0.260 1.341  0.223
H -3.204 0.200 0.498  0.220
H -4.385 -2.604 0.651  0.205
H -4.148 -1.578 -0.784  0.235
H 1.212 -1.516 0.132  0.263
H 3.117 -3.053 -0.259  0.223
H 2.882 -4.919 -1.858  0.219
H 0.761 -5.257 -3.068  0.222
H -1.143 -3.689 -2.667  0.241
H -2.527 -3.609 1.656  0.206
H -0.900 -3.353 0.999  0.221
H -1.333 -2.110 3.180  0.224
H -0.793 -1.113 1.836  0.232
H 0.767 2.927 0.434  0.397
H 2.272 0.656 -0.659  0.235
H 0.705 1.073 -1.369  0.222
H 1.213 1.994 -3.495  0.218
H 2.326 3.707 -4.874  0.219
H 3.989 5.227 -3.863  0.229
H 3.447 3.290 -0.095  0.222

Results
total energy = -2177.5968 hartree
highest occupied orbital energy = -9.221 eV
HOMO-LUMO gap = 9.698 eV
ΔE to the lowest compared entry with this formula, charge and spin = 14.1 kJ/mol
F_max = 1.100 eV Å⁻¹
SMILES = O=C(CCNC(=O)C1CCN(S(=O)(=O)c2ccccc2)CC1)NCc1cccc(Cl)c1



Entry 4:
# C2H3I2NO2

A molecular structure, C2H3I2NO2 (ωB97M-V/def2-TZVPD, the Open Molecules 2025 dataset).

Last column: natural (NBO) charge in e.
Positions of all 10 atoms, in Å:
C -0.100 0.964 -0.838  -0.785
C 0.212 -0.270 -0.119  -0.017
N -0.663 -0.838 0.997  0.466
O -0.601 -2.021 1.073  -0.362
O -1.427 -0.123 1.524  -0.337
I 0.901 -1.939 -1.248  0.303
I 2.238 0.265 1.616  -0.071
H 0.737 1.269 -1.533  0.276
H -1.111 0.763 -1.190  0.255
H -0.187 1.929 -0.282  0.272

Results
total energy = -878.4564 hartree
highest occupied orbital energy (alpha / beta) = -9.496 / -9.500 eV
HOMO-LUMO gap (alpha / beta) = 7.147 / 7.155 eV
ΔE to the lowest compared entry with this formula, charge and spin = 392.3 kJ/mol
F_max = 3.903 eV Å⁻¹